{"formula": "C58H47N5O5TeTl", "method": "ωB97M-V with the def2-TZVPD basis set", "mol_weight_g_mol": 1226.03, "homo_lumo_gap_ha": 0.239, "relative_energy_kcal_mol": 0.00, "multiplicity": 1, "homo_ha": -0.1700, "charge": -1, "species": ["Tl", "O", "C", "C", "C", "C", "C", "C", "C", "O", "N", "N", "C", "C", "C", "C", "C", "C", "C", "O", "H", "H", "H", "H", "H", "H", "H", "H", "H", "H", "C", "C", "C", "C", "C", "O", "C", "C", "C", "C", "C", "C", "C", "O", "C", "C", "C", "N", "C", "C", "Te", "C", "C", "C", "C", "C", "C", "C", "C", "C", "C", "C", "C", "H", "H", "H", "H", "H", "H", "H", "H", "H", "H", "H", "H", "H", "H", "H", "H", "H", "H", "H", "H", "H", "H", "H", "H", "N", "C", "C", "C", "C", "C", "C", "C", "C", "C", "C", "C", "C", "C", "H", "H", "H", "H", "H", "H", "H", "H", "H", "H", "C", "C", "N", "H", "H", "H"], "positions_angstrom": [[0.594159, 0.608397, 0.053991], [-1.938709, 2.689100, 5.423192], [-2.957769, 2.702850, 4.499251], [-4.107781, 3.336892, 5.011467], [-5.297564, 3.213426, 4.310021], [-5.339474, 2.501823, 3.069151], [-4.160417, 1.949506, 2.592619], [-2.888880, 2.053488, 3.245300], [-1.592918, 1.506159, 2.731188], [-1.538040, 1.083584, 1.587335], [-0.532825, 1.576991, 3.589403], [0.579764, 1.133023, 3.036876], [1.588640, 0.825997, 3.800500], [2.920572, 0.380424, 3.330602], [3.563866, -0.717885, 3.966331], [4.869081, -1.029146, 3.665928], [5.502050, -0.343153, 2.634521], [4.870006, 0.650542, 1.877411], [3.580596, 1.063678, 2.286388], [3.070489, 2.131020, 1.493176], [-1.178447, 2.172796, 4.942064], [-3.950221, 3.867148, 5.997927], [-6.190438, 3.763381, 4.661076], [-6.260187, 2.474261, 2.500978], [-4.062969, 1.415960, 1.628275], [1.410345, 0.881364, 4.872002], [3.039176, -1.302563, 4.725150], [5.451077, -1.845490, 4.184806], [6.544880, -0.551979, 2.317195], [5.361395, 1.103636, 0.996619], [3.099936, -5.952695, -3.131876], [2.350253, -4.839474, -2.393499], [1.504059, -5.241526, -1.296764], [0.698438, -4.409138, -0.534316], [-0.007968, -4.952663, 0.666461], [-0.128568, -4.358778, 1.774235], [-0.612938, -6.284086, 0.572444], [-1.215133, -6.837109, 1.727703], [-2.003812, -7.961534, 1.704242], [-2.156443, -8.664503, 0.477756], [-1.535644, -8.175102, -0.648796], [-0.808858, -6.995860, -0.607242], [0.865401, -2.948800, -0.747352], [0.434416, -2.088945, 0.095836], [1.583124, -2.549693, -1.980543], [2.331896, -3.492073, -2.730541], [1.509881, -1.129138, -2.466879], [0.418743, -0.432494, -2.544870], [-0.950749, -1.024266, -2.583702], [-1.331022, -1.724247, -3.948201], [-3.513661, -1.937363, -4.363357], [-4.174633, -2.081114, -2.353238], [-4.123067, -1.027652, -1.395042], [-4.522017, -1.258237, -0.082191], [-4.899895, -2.514030, 0.293540], [-4.793469, -3.556906, -0.596690], [-4.480427, -3.387531, -1.934035], [2.723678, -0.444577, -2.900746], [4.030267, -0.901196, -2.590775], [5.133823, -0.383076, -3.328934], [4.961179, 0.558796, -4.284145], [3.695895, 1.137949, -4.483522], [2.607209, 0.706078, -3.771891], [3.979139, -5.483811, -3.650102], [2.403446, -6.583760, -3.688420], [3.538385, -6.665561, -2.330378], [1.522063, -6.259792, -1.073790], [-1.142038, -6.343084, 2.693127], [-2.387941, -8.332018, 2.652300], [-2.802699, -9.593240, 0.374787], [-1.666928, -8.710477, -1.548026], [-0.495621, -6.475399, -1.543806], [2.991059, -3.161566, -3.489817], [-1.604036, -0.193063, -2.514906], [-1.178977, -1.686286, -1.696677], [-0.928611, -2.734427, -3.884563], [-0.874420, -1.170678, -4.794012], [-3.632506, -0.126013, -1.682226], [-4.421408, -0.454900, 0.640708], [-5.316392, -2.662457, 1.293164], [-5.119921, -4.583340, -0.371654], [-4.703535, -4.134033, -2.715745], [4.242026, -1.609840, -1.803599], [6.165395, -0.760144, -3.124844], [5.794833, 0.921040, -4.935174], [3.535473, 1.890707, -5.191278], [1.632133, 1.099284, -3.960618], [1.403447, 3.797838, 0.207448], [0.409935, 4.529583, -0.226837], [-0.058115, 4.295805, -1.563883], [0.723836, 3.559908, -2.521415], [0.279026, 3.456267, -3.850595], [-0.970145, 3.894656, -4.221433], [-1.769319, 4.545084, -3.289850], [-1.355646, 4.777093, -2.019350], [-0.398394, 5.503692, 0.607980], [-0.867171, 5.349694, 1.910239], [-1.345839, 6.388502, 2.672691], [-1.782056, 7.530428, 1.983001], [-1.483434, 7.679135, 0.614593], [-0.611765, 6.768211, 0.016039], [1.669485, 3.061986, -2.154227], [0.926324, 2.928258, -4.518988], [-1.268578, 3.702377, -5.236324], [-2.777729, 4.868588, -3.690270], [-1.902111, 5.205822, -1.218860], [-0.825685, 4.359613, 2.359185], [-1.623886, 6.212658, 3.712600], [-2.282997, 8.300296, 2.525012], [-1.761334, 8.564439, 0.004329], [-0.079872, 7.049580, -0.923174], [3.762201, 3.877040, 3.007657], [2.809831, 3.359948, 1.993438], [1.933000, 4.129335, 1.428426], [4.813365, 3.778817, 2.742166], [3.696568, 3.257875, 3.930139], [3.568760, 4.936116, 3.422000]], "forces_ev_per_a": [[-0.1479, 0.0549, 0.6416], [0.2485, -0.3948, -1.6247], [0.9534, -0.2867, 1.6554], [-0.1674, -0.0290, 0.0134], [-0.0939, 0.5170, -0.4733], [0.7346, 0.5128, 1.0332], [1.6742, -0.3592, -0.8847], [-1.6072, 0.7700, 1.5238], [0.1699, 0.6359, 0.7054], [-0.3090, -0.6410, -1.6486], [-1.4835, 0.0018, 0.6266], [2.7518, -0.7157, -0.4996], [-1.5568, 0.3801, -0.2276], [-0.4934, 0.4087, -0.5413], [-0.3272, 0.7495, 0.0310], [1.1196, -0.8218, 0.0407], [0.9838, 0.4818, -1.3445], [-0.5990, -0.1987, 0.8067], [1.3314, -0.0557, -0.6784], [-0.3471, -1.3538, 0.6134], [-0.4039, 0.5781, 0.4155], [-0.5594, -0.6849, -1.3278], [0.4625, -0.5587, -0.1866], [0.0796, -0.1922, 0.0091], [-0.5461, 0.4207, 0.5040], [0.2177, -0.0842, 0.2777], [-0.0308, 0.4009, -0.2219], [-0.9755, 0.9845, -0.5309], [-0.7698, -0.2111, 0.5072], [-0.3896, -0.1704, 0.7465], [1.1312, 0.2139, 2.1055], [-1.3434, -0.7318, 1.2814], [0.6921, 1.6861, -1.5904], [1.0640, 1.3541, 0.2376], [0.3730, 2.2070, 2.3405], [0.4982, -1.1188, -2.9595], [-1.4029, -1.7588, 0.3544], [0.0722, 0.5134, 0.4036], [0.3074, -1.0277, -0.9820], [-0.8127, -0.7492, 0.9314], [-0.1243, 0.1661, 0.7133], [0.2364, 1.4738, -1.0231], [-0.3279, 0.5344, 0.2920], [0.3430, -0.6822, -1.2106], [-0.1506, -0.4457, -0.2205], [-0.6871, -0.2891, 1.6811], [-1.7673, -0.8196, 1.0258], [-0.2145, -0.9017, -1.3517], [0.2773, -0.9815, 0.5115], [0.6640, 0.0470, 0.8983], [0.9535, 0.7358, 0.3543], [0.6216, -0.0407, 0.7046], [0.2509, -1.5887, -0.8699], [0.7736, 1.1187, -0.6642], [-0.4170, -0.6193, 0.9652], [-1.1528, -1.9476, -0.5864], [-0.7177, 1.5019, -0.5667], [1.8930, 1.2918, -0.4450], [-0.1114, 1.1179, -1.0447], [0.5297, -1.3759, 1.5632], [0.1582, 1.5671, -1.6597], [0.2981, -0.9217, 1.0888], [0.5157, -2.1225, 0.6237], [-0.9957, -0.8646, -0.1490], [0.4130, 0.2930, -0.6148], [-0.4914, 1.0806, -1.2343], [0.0721, -1.5705, 0.4417], [0.3233, 0.2346, -0.3465], [-0.2394, 0.0071, -0.3394], [0.9390, 1.2604, 0.3785], [-0.0648, -0.3206, -1.0575], [-0.2492, -0.9431, 0.7627], [0.3117, 0.4499, -0.9747], [-0.5990, 1.0127, 0.3126], [0.3127, 0.4609, -0.9763], [-0.0130, -0.0014, -0.4194], [-0.4367, -0.3338, 0.4222], [-0.2106, 0.7760, -0.0921], [-0.2385, -0.1025, -0.0601], [0.4125, -0.1802, -0.2430], [0.1747, 0.5658, 0.5292], [0.6762, 0.0590, 0.8183], [-0.3487, -0.2827, -0.1101], [-1.0409, 0.2338, -0.1065], [-0.6426, -0.4577, 0.7957], [0.0730, 1.1209, -1.0111], [-0.4058, 0.0197, 0.0272], [-0.5836, 0.3004, -0.4196], [0.1025, -0.9448, 2.8757], [-0.8390, -0.8287, -3.6363], [-0.0821, 0.5686, 1.2221], [0.5640, -0.4754, 1.5578], [0.6700, 0.0738, 0.1137], [-2.0972, 0.3710, -1.9078], [2.7718, -1.1733, 1.5845], [0.8454, 1.4819, -0.6368], [0.9581, -1.7235, 0.1309], [-1.5630, 0.5010, -0.7685], [0.7103, -0.4038, -0.5087], [0.8224, 0.6498, 0.1762], [0.0242, -0.0920, -0.2429], [-1.0916, 0.8069, -0.6743], [0.0693, -0.1391, -0.5443], [-0.4096, 0.1812, -0.1802], [1.1384, -0.2865, 0.9596], [-1.0266, 0.5316, -0.0731], [0.3380, 0.0903, 0.0595], [0.1813, 0.1418, -0.2709], [-0.4326, 0.4543, 0.1475], [0.1065, -0.5022, 0.8657], [-0.8428, -0.4622, 0.6276], [-0.4691, 0.9815, 2.8799], [-0.9646, 0.9745, -1.6180], [1.1444, 0.3193, 0.9805], [-0.0900, 0.0485, -0.5817], [-0.0689, 0.0929, -0.4488], [0.0391, -1.6005, -1.2856]], "lowdin_charge": [1.044, -0.022, -0.277, -0.045, -0.100, -0.103, -0.033, -0.067, -0.480, -0.136, -0.003, -0.019, -0.094, -0.129, -0.031, -0.105, -0.104, -0.003, -0.200, -0.050, 0.066, 0.129, 0.097, 0.086, 0.094, 0.116, 0.119, 0.120, 0.106, 0.128, -0.078, -0.270, -0.028, -0.058, -0.271, 0.058, -0.145, -0.027, -0.085, -0.093, -0.104, -0.037, -0.307, -0.174, -0.080, -0.018, -0.294, -0.011, -0.293, -0.442, 1.169, -0.570, -0.114, -0.074, -0.094, -0.106, -0.177, -0.140, -0.011, -0.103, -0.116, -0.084, -0.018, 0.078, 0.062, 0.091, 0.082, 0.114, 0.097, 0.116, 0.084, 0.124, 0.097, 0.055, 0.117, 0.026, 0.044, 0.080, 0.090, 0.112, 0.107, 0.083, 0.115, 0.112, 0.113, 0.081, 0.071, 0.071, -0.202, -0.145, -0.009, -0.092, -0.096, -0.099, -0.023, -0.160, -0.033, -0.068, -0.083, -0.085, -0.068, 0.116, 0.078, 0.098, 0.123, 0.092, 0.110, 0.110, 0.085, 0.106, 0.134, -0.009, -0.386, 0.092, 0.083, 0.086, 0.115]}